This record from the OMol25 dataset describes C5H6CeCl2LaO4 as an isolated structure. The level of theory is the ωB97M-V functional and the def2-TZVPD basis.

Results
Maximum force, eV Å⁻¹: 14.22
HOMO-LUMO gap (alpha / beta), eV: 7.01 / 7.01
HOMO energy (alpha / beta), eV: -22.770 / -22.771
Lowest unoccupied orbital energy (alpha / beta), eV: -15.765 / -15.763
Charge: +4
2S+1: 2

Last column: Löwdin charge in e.
Positions of all 19 atoms, in Å:
La1 0.064 -0.545 -5.073  1.768
Ce1 -0.643 -0.874 0.568  1.321
Cl1 -1.045 1.714 -4.849  0.004
Cl2 1.648 -1.917 0.509  0.224
C1 -1.017 -2.208 2.241  -0.110
C2 -0.469 0.042 -7.276  -0.197
C3 0.289 -2.202 -6.809  -0.105
O1 -1.008 -2.854 3.230  0.304
O2 -0.709 0.104 -8.419  0.271
O3 0.304 -2.783 -7.816  0.262
C4 0.689 1.888 4.247  -0.024
C5 0.089 0.581 3.740  -0.198
O4 -0.246 0.703 2.321  -0.255
H1 1.628 2.118 3.736  0.102
H2 0.917 1.750 5.309  0.118
H3 0.039 2.767 4.168  0.107
H4 0.746 -0.292 3.819  0.136
H5 -0.857 0.368 4.232  0.136
H6 -0.418 1.639 2.121  0.137

This record from the OMol25 dataset describes a 4-piece molecular cluster, C3H13NO4 overall. The level of theory is the ωB97M-V functional and the def2-TZVPD basis.

Results
Energy relative to the best compared isomer or geometry (same formula, charge and spin), kJ/mol: 113.4
Maximum force, eV Å⁻¹: 4.23
HOMO-LUMO gap (alpha / beta), eV: 10.59 / 5.15
HOMO energy (alpha / beta), eV: -14.721 / -14.714
Lowest unoccupied orbital energy (alpha / beta), eV: -4.133 / -9.566
Charge: +1
2S+1: 2

Last column: Löwdin charge in e.
Positions of all 21 atoms, in Å:
C1 0.464 -0.078 -1.342  0.047
C2 -0.662 0.970 -1.539  -0.377
N1 -1.480 1.032 -0.371  0.203
C3 -1.588 -0.145 0.582  -0.006
O1 -0.799 1.686 -2.476  0.300
H1 1.259 0.319 -0.648  0.110
H2 -0.037 -0.991 -0.910  0.087
H3 1.097 -0.432 -2.142  0.102
H4 -2.327 1.542 -0.393  0.152
H5 -2.491 -0.022 1.213  0.127
H6 -0.621 -0.259 1.114  0.104
H7 -1.927 -1.012 0.099  0.086
H8 0.768 2.489 1.220  0.019
H9 0.238 2.079 2.622  0.051
O2 0.906 1.910 1.953  -0.033
H10 -0.028 -2.544 0.741  -0.045
H11 -1.177 -3.069 1.723  0.058
O3 -0.652 -3.170 0.928  0.003
H12 3.075 -1.124 -0.003  -0.006
H13 2.859 -0.669 1.455  0.051
O4 3.093 -1.428 0.882  -0.034

This record from the OMol25 dataset describes C50H41NO4P3ReSSe3Te as an isolated structure. The level of theory is the ωB97M-V functional and the def2-TZVPD basis.

Results
Energy relative to the best compared isomer or geometry (same formula, charge and spin), kJ/mol: 212.7
Maximum force, eV Å⁻¹: 1.63
HOMO-LUMO gap (alpha / beta), eV: 5.18 / 3.83
HOMO energy (alpha / beta), eV: -3.248 / -2.584
Lowest unoccupied orbital energy (alpha / beta), eV: 1.935 / 1.243
Charge: -1
2S+1: 4

Last column: Löwdin charge in e.
Positions of all 105 atoms, in Å:
Re1 -1.572 -0.073 -1.009  0.821
O1 -0.967 -1.747 0.081  -0.528
P1 0.102 -2.771 0.323  0.777
C1 1.689 -1.908 0.620  -0.265
P2 2.020 -0.564 -0.550  0.750
O2 0.765 0.047 -1.092  -0.390
C2 2.975 0.674 0.329  -0.268
C3 4.179 0.364 0.957  -0.078
C4 4.890 1.351 1.618  -0.084
C5 4.404 2.653 1.641  -0.074
C6 3.210 2.965 1.009  -0.067
C7 2.486 1.977 0.354  -0.050
C8 3.074 -1.179 -1.857  -0.273
C9 3.124 -0.394 -3.010  -0.056
C10 3.883 -0.803 -4.093  -0.060
C11 4.597 -1.992 -4.032  -0.076
C12 4.551 -2.776 -2.890  -0.081
C13 3.788 -2.373 -1.804  -0.086
C14 0.342 -3.972 -0.969  -0.292
C15 0.599 -3.520 -2.262  -0.090
C16 0.703 -4.426 -3.304  -0.050
C17 0.554 -5.782 -3.059  -0.071
C18 0.286 -6.239 -1.774  -0.079
C19 0.173 -5.337 -0.729  -0.076
C20 -0.271 -3.631 1.837  -0.283
C21 -1.593 -3.548 2.275  -0.052
C22 -1.958 -4.218 3.436  -0.055
C23 -1.023 -4.953 4.146  -0.083
C24 0.296 -5.031 3.707  -0.091
C25 0.672 -4.373 2.550  -0.097
H1 2.510 -2.622 0.670  0.060
H2 1.588 -1.436 1.600  0.051
H3 4.567 -0.649 0.927  0.107
H4 5.824 1.110 2.109  0.100
H5 4.961 3.426 2.155  0.102
H6 2.834 3.980 1.027  0.085
H7 1.542 2.199 -0.130  0.108
H8 2.537 0.514 -3.071  0.121
H9 3.898 -0.204 -4.993  0.110
H10 5.177 -2.318 -4.886  0.102
H11 5.091 -3.713 -2.850  0.102
H12 3.743 -3.013 -0.933  0.093
H13 0.650 -2.468 -2.495  0.075
H14 0.862 -4.043 -4.303  0.112
H15 0.617 -6.489 -3.877  0.102
H16 0.136 -7.295 -1.591  0.101
H17 -0.076 -5.693 0.262  0.101
H18 -2.327 -2.970 1.717  0.007
H19 -2.985 -4.161 3.773  0.110
H20 -1.318 -5.473 5.049  0.100
H21 1.023 -5.607 4.265  0.098
H22 1.696 -4.446 2.198  0.105
O3 0.325 -1.225 -4.471  0.025
C26 -0.573 -0.606 -3.910  -0.572
O4 -1.031 -0.962 -2.752  -0.324
C27 -1.200 0.572 -4.598  -0.146
C28 -1.061 0.603 -5.989  -0.043
C29 -1.589 1.623 -6.752  -0.113
C30 -2.266 2.656 -6.112  -0.112
C31 -2.404 2.644 -4.740  -0.151
C32 -1.883 1.605 -3.953  -0.553
S1 -2.132 1.834 -2.217  0.602
H23 -0.522 -0.215 -6.447  0.107
H24 -1.479 1.616 -7.829  0.087
H25 -2.690 3.471 -6.687  0.092
H26 -2.931 3.450 -4.243  0.084
Se1 -3.758 -1.114 -1.056  -0.052
Se2 -4.519 -1.540 1.095  -0.079
Te1 -5.071 -4.770 -2.049  0.171
Se3 -3.030 -3.290 -1.954  -0.156
N1 -1.621 0.898 0.667  -0.413
P3 -1.579 2.120 1.598  0.754
C33 -0.358 1.860 2.924  -0.271
C34 -0.153 2.756 3.971  -0.081
C35 0.799 2.486 4.942  -0.087
C36 1.539 1.308 4.885  -0.095
C37 1.317 0.400 3.862  -0.083
C38 0.371 0.681 2.884  -0.082
C39 -1.104 3.698 0.825  -0.286
C40 -1.996 4.270 -0.081  -0.146
C41 -1.660 5.428 -0.763  -0.079
C42 -0.423 6.023 -0.557  -0.089
C43 0.479 5.455 0.331  -0.091
C44 0.137 4.297 1.019  -0.103
C45 -3.055 2.538 2.557  -0.271
C46 -3.764 1.479 3.119  -0.093
C47 -4.872 1.732 3.913  -0.077
C48 -5.266 3.038 4.166  -0.097
C49 -4.557 4.098 3.619  -0.094
C50 -3.456 3.848 2.811  -0.090
H27 -0.743 3.664 4.031  0.109
H28 0.959 3.187 5.751  0.097
H29 2.280 1.099 5.646  0.096
H30 1.884 -0.523 3.827  0.096
H31 0.146 -0.002 2.072  0.071
H32 -2.956 3.801 -0.260  0.093
H33 -2.362 5.859 -1.465  0.105
H34 -0.162 6.929 -1.090  0.097
H35 1.446 5.916 0.493  0.094
H36 0.842 3.858 1.715  0.076
H37 -3.469 0.461 2.899  0.038
H38 -5.444 0.903 4.309  0.103
H39 -6.134 3.232 4.785  0.096
H40 -4.867 5.118 3.810  0.096
H41 -2.915 4.678 2.374  0.097

This record from the OMol25 dataset describes C3H5F2N4O3 as an isolated structure. The level of theory is the ωB97M-V functional and the def2-TZVPD basis.

Results
Energy relative to the best compared isomer or geometry (same formula, charge and spin), kJ/mol: 160.1
Maximum force, eV Å⁻¹: 2.14
HOMO-LUMO gap, eV: 10.15
HOMO energy, eV: -14.698
Lowest unoccupied orbital energy, eV: -4.547
Charge: +1

Last column: Löwdin charge in e.
Positions of all 17 atoms, in Å:
C1 -1.423 -2.089 0.246  -0.221
C2 0.516 -0.619 0.380  -0.489
C3 2.799 -0.980 -0.075  0.011
N1 -0.434 2.556 1.546  0.260
N2 -0.553 1.447 1.552  0.229
N3 -0.727 -1.110 0.425  0.256
N4 -2.191 0.698 -1.638  0.022
O1 -2.213 -2.891 0.119  0.295
O2 0.749 0.569 0.696  0.041
O3 1.442 -1.431 -0.016  0.058
F1 -1.625 1.827 -1.071  -0.076
F2 -3.091 0.274 -0.689  -0.044
H1 3.069 -0.451 0.840  0.105
H2 2.941 -0.322 -0.933  0.111
H3 3.401 -1.879 -0.188  0.111
H4 0.120 3.343 1.219  0.185
H5 -2.780 1.059 -2.411  0.147